C35H46IrN6O3P2 | ωB97M-V/def2-TZVPD

* gap between HOMO and LUMO (spin up / spin down): 6.75 / 3.24 eV
* 2S+1: 6
* HOMO energy (spin up / spin down): -12.629 / -13.160 eV
* net charge: +2
* energy above the lowest of the compared OMol25 structures with the same formula, charge and spin: 19.4 kJ/mol
* <S²>: 8.779
* maximum force: 4.39 eV/A

Last column: Löwdin spin population.
Atoms and positions in Å:
Ir 0.31260 0.42910 0.53856  1.719
C -1.73762 1.37966 -4.44298  0.043
C -1.48301 0.07870 -4.19677  0.039
C -0.49415 -0.70725 -5.01489  0.007
C 0.92372 -0.10574 -5.13995  0.004
C 1.42016 0.64631 -3.93179  0.032
C 0.93537 1.81061 -3.48194  0.008
C 0.32989 2.84472 -4.39564  0.000
C -0.88489 2.32545 -5.20984  0.009
C 1.16869 1.74655 1.81704  0.412
H -2.72338 1.78559 -4.21928  0.007
H -2.24018 -0.48672 -3.64803  0.001
H -0.90051 -0.81692 -6.03409  0.002
H -0.39919 -1.72563 -4.61810  0.002
H 1.61356 -0.94434 -5.32831  0.000
H 0.96736 0.51449 -6.04720  0.002
H 2.36964 0.25275 -3.55151  0.001
H 1.00919 2.12114 -2.43748  0.004
H 1.08646 3.18518 -5.13366  0.000
H 0.02651 3.72730 -3.80396  0.001
H -1.50169 3.20714 -5.47146  0.001
H -0.52401 1.83973 -6.13314  0.004
H 0.31392 2.03917 2.45707  0.045
H 1.56343 2.60187 1.25684  0.035
H 1.95999 1.26833 2.43002  0.040
P 1.91150 -0.35365 -0.74886  0.225
P -1.37268 -0.37033 -0.59585  0.211
N 3.11741 0.96738 -1.20960  0.050
N 3.12638 -1.37269 0.00090  0.055
N -2.17514 1.13029 -1.13265  0.071
N -2.79545 -1.18700 0.05582  0.019
C 1.02019 -1.54500 -1.81303  0.044
C -0.53974 -1.53409 -1.73664  0.059
C 2.82123 2.31872 -1.01640  0.020
C 3.84020 3.10670 -1.54665  0.005
C 4.82349 2.21223 -2.07603  0.007
C 4.36275 0.91040 -1.84577  0.008
C 3.71652 -1.07860 1.23002  0.083
C 4.66099 -2.05517 1.49746  0.007
C 4.67049 -2.97867 0.40871  0.057
C 3.72897 -2.52307 -0.51055  0.054
C -1.57374 2.34620 -0.82606  0.350
C -2.26795 3.36684 -1.47781  0.064
C -3.36439 2.75962 -2.15544  0.146
C -3.28823 1.37955 -1.92050  0.326
C -3.87589 -1.67887 -0.68425  0.007
C -4.68356 -2.42650 0.16311  0.002
C -4.09562 -2.39096 1.46149  0.001
C -2.95530 -1.60877 1.37809  0.005
H 1.35422 -2.55599 -1.54135  0.001
H 1.33517 -1.38642 -2.85489  0.004
H -0.92899 -1.34011 -2.73142  0.007
H -0.91429 -2.53485 -1.46801  0.001
H 1.89573 2.62254 -0.54891  0.013
H 3.83315 4.18255 -1.57265  0.000
H 5.73521 2.49904 -2.58925  0.001
H 4.82848 -0.04269 -2.05586  0.000
H 3.39098 -0.21013 1.79083  0.003
H 5.27303 -2.10545 2.39090  -0.001
H 5.28367 -3.86212 0.29564  0.002
H 3.40653 -2.94492 -1.45596  0.002
H -0.74561 2.35024 -0.10985  0.066
H -2.00118 4.40718 -1.47293  0.000
H -4.06620 3.27528 -2.80475  0.003
H -3.91946 0.55451 -2.22772  0.009
H -3.97886 -1.43256 -1.73463  0.000
H -5.58863 -2.93332 -0.13823  0.000
H -4.45377 -2.88195 2.35358  0.000
H -2.24541 -1.26124 2.12016  0.001
C -2.88161 0.08079 5.62253  0.001
C -2.20799 -1.22520 5.25250  0.000
C -0.74055 -1.16643 4.73971  0.005
C 0.20746 -0.62430 5.84480  -0.001
C -0.00855 0.79049 6.34509  0.001
C -0.29655 -2.60512 4.43713  0.000
O -0.36294 -3.52669 5.23736  0.008
N 0.20231 -2.88703 3.17459  0.025
C 0.30389 -2.06827 2.06025  0.021
O 0.61747 -2.56243 0.96723  0.059
N -0.00512 -0.74642 2.28326  0.341
C -0.62405 -0.28950 3.44462  0.023
O -1.11616 0.85432 3.42722  0.110
H -2.67809 0.36716 6.66114  0.000
H -3.96515 -0.05422 5.52383  0.000
H -2.55369 0.88494 4.95807  0.000
H -2.22738 -1.87748 6.13791  0.000
H -2.81547 -1.72952 4.48613  0.000
H 0.14359 -1.30901 6.70009  0.000
H 1.23276 -0.71189 5.46345  0.000
H -0.66850 0.81438 7.21945  0.000
H 0.96467 1.19269 6.65095  0.000
H -0.43224 1.43091 5.56608  0.000
H 0.49388 -3.84350 2.99288  0.001

C35H46N2O10 | ωB97M-V/def2-TZVPD

* gap between HOMO and LUMO: 7.98 eV
* HOMO energy: -7.420 eV
* maximum force: 3.79 eV/A

Last column: Löwdin charge in e.
Atoms and positions in Å:
C 3.74594 -1.58279 3.88033  -0.064
C 3.52626 -0.20569 3.32170  -0.192
O 2.23478 -0.25972 2.67161  0.007
C 1.92961 0.89430 2.06169  -0.354
C 0.57835 0.86290 1.34268  -0.143
C -0.36077 1.74355 2.19749  -0.381
O 0.06935 2.54968 3.01879  0.103
O -1.66134 1.56165 1.99085  0.034
C -2.52988 2.32810 2.90271  -0.171
C -3.76587 1.51225 3.13581  -0.064
C 0.24479 -0.61130 1.61104  -0.446
O 0.69253 -1.52899 0.92997  0.104
O -0.57204 -0.80506 2.65260  0.023
C -0.76155 -2.21035 2.96710  -0.186
C -1.76433 -2.25544 4.08401  -0.064
O 2.74032 1.81523 2.09785  0.106
H 4.77623 -1.64489 4.23932  0.080
H 3.08535 -1.77453 4.73357  0.082
H 3.60075 -2.36756 3.12833  0.088
H 3.48476 0.55683 4.11446  0.133
H 4.29599 0.06444 2.58770  0.134
H -1.97555 2.48667 3.83045  0.122
H -2.73364 3.28750 2.41431  0.134
H -4.50864 2.11220 3.66605  0.082
H -4.20852 1.15834 2.20191  0.085
H -3.53450 0.64880 3.76765  0.070
H -1.12356 -2.72569 2.06947  0.131
H 0.21049 -2.62428 3.27163  0.134
H -1.99665 -3.29664 4.30936  0.081
H -1.37079 -1.80325 4.99964  0.085
H -2.70075 -1.75884 3.81078  0.074
C 4.67681 9.66065 3.77742  -0.046
O 5.16261 8.76980 4.80556  -0.069
C 4.55757 7.55978 4.92718  -0.194
C 3.44055 7.14704 4.20053  0.010
C 3.31792 5.80175 3.87343  -0.223
C 2.40325 5.39528 2.75067  -0.064
C 3.23261 5.02882 1.50279  -0.152
C 4.00356 6.20063 0.87766  -0.349
O 4.85354 6.91495 1.41414  0.063
N 3.61323 6.28676 -0.42870  -0.029
C 4.13944 7.31442 -1.30297  -0.015
C 2.57949 5.34296 -0.84327  -0.476
C 1.27319 6.07082 -1.21236  0.004
C 3.05241 4.49094 -2.02889  0.001
N 2.42530 4.56623 0.38322  0.004
C 1.56162 3.52929 0.57514  -0.084
C 0.97972 2.69238 -0.31692  -0.044
C 0.61587 1.23978 -0.06573  -0.159
C -0.61794 0.80669 -0.96356  -0.108
C -1.20060 -0.46440 -0.94616  -0.029
C -2.05338 -0.92641 -1.95390  -0.072
C -2.34737 -0.10512 -3.04501  -0.095
C -1.86813 1.20845 -3.03548  -0.080
C -1.09192 1.67643 -1.96327  -0.041
C 4.08475 4.83419 4.52627  0.024
C 5.10116 5.22702 5.40399  -0.192
O 6.06723 4.42541 5.92674  -0.081
C 5.98233 3.00303 5.71673  -0.058
C 5.27095 6.60429 5.68724  -0.162
O 6.30607 7.01136 6.47692  -0.090
C 7.62402 7.11377 5.85686  -0.030
H 5.33088 10.53046 3.83724  0.090
H 4.75039 9.18951 2.78578  0.086
H 3.63591 9.94907 3.98032  0.089
H 2.77142 7.88014 3.74132  0.117
H 1.79750 4.52973 3.04866  0.110
H 1.72166 6.22066 2.48154  0.134
H 3.96101 4.24028 1.78082  0.161
H 4.98954 7.79563 -0.80955  0.093
H 4.46715 6.86695 -2.24834  0.088
H 3.37366 8.07030 -1.52965  0.093
H 0.99013 6.76756 -0.41110  0.095
H 1.42186 6.63283 -2.14319  0.082
H 0.46042 5.35131 -1.36145  0.078
H 4.07328 4.13399 -1.84009  0.101
H 2.40092 3.62778 -2.17255  0.065
H 3.03083 5.10465 -2.93883  0.083
H 1.42856 3.29127 1.61187  0.072
H 0.82242 3.08818 -1.32270  0.063
H 1.46196 0.63675 -0.46723  0.179
H -1.00772 -1.17568 -0.15886  0.088
H -2.46545 -1.92816 -1.88674  0.102
H -2.96773 -0.46451 -3.86371  0.099
H -2.08766 1.89109 -3.85558  0.100
H -0.87778 2.74116 -1.92743  0.093
H 3.92848 3.77531 4.28811  0.112
H 6.82392 2.59159 6.27580  0.090
H 5.03497 2.60193 6.10766  0.093
H 6.08279 2.75792 4.64845  0.093
H 8.26276 7.49855 6.65104  0.088
H 7.95354 6.12009 5.53589  0.083
H 7.58319 7.81059 5.01228  0.087

| no. | electronic energy (a.u.) |
| --- | --- |
| 1 | -2701.70551 |
| 2 | -2223.12063 |